# 1
{
  "formula": "C9H11BrS",
  "method": "wB97M-V/def2-TZVPD",
  "symbols": ["C", "C", "C", "C", "C", "C", "C", "C", "C", "S", "Br", "H", "H", "H", "H", "H", "H", "H", "H", "H", "H", "H"],
  "coordinates": [[1.937465, -0.132143, 2.350230], [2.438760, -0.032386, 1.041106], [0.551459, -0.263604, 2.474897], [1.590843, -0.074882, -0.065052], [-0.268867, -0.039020, 1.385035], [0.232524, -0.040419, 0.094847], [-0.147917, 0.408572, -2.374729], [-2.072809, 0.818259, -0.777338], [-0.735425, 0.069449, -1.026422], [-1.243663, -2.008373, -1.243122], [-2.133884, -2.461708, 0.590414], [2.576913, -0.305767, 3.224166], [3.540572, -0.173902, 0.854434], [-0.039130, -0.317995, 3.423305], [2.104755, -0.252334, -1.010842], [-1.340622, 0.216121, 1.366812], [1.002232, 0.202448, -2.364630], [-0.305508, 1.527182, -2.666739], [-0.589500, -0.249739, -3.250162], [-2.506161, 1.043115, -1.704905], [-1.922507, 1.863504, -0.247520], [-2.669532, 0.203622, -0.073787]],
  "forces_ev_per_angstrom": [[-0.46, -1.00, -0.32], [1.09, -1.06, 0.29], [-1.21, 1.35, 1.25], [1.96, -0.44, 0.11], [-0.68, 0.37, -0.92], [-0.60, 1.00, -0.05], [1.43, -0.14, -2.25], [1.70, 0.69, 2.79], [-1.02, -1.25, -0.45], [0.95, 2.14, -1.63], [-0.74, -0.49, 1.34], [-0.15, 0.35, -0.50], [-1.25, 0.53, 0.32], [1.25, -0.11, -0.48], [-0.38, 0.36, 0.16], [0.66, -0.62, 1.18], [-2.32, 0.50, -0.37], [0.22, -1.97, 0.65], [0.70, 1.39, 1.74], [-1.03, -0.13, -1.15], [0.10, -2.02, -0.93], [-0.23, 0.54, -0.78]],
  "mulliken_charge": [-0.45, -0.62, -0.67, -0.40, -0.31, 0.94, -1.00, -1.62, 0.80, -0.05, -0.07, 0.36, 0.27, 0.30, 0.21, 0.38, 0.22, 0.29, 0.30, 0.43, 0.30, 0.37],
  "max_force_ev_per_a": 3.3,
  "smiles": "CC(C)(SBr)c1ccccc1",
  "total_charge": 0,
  "energy_ha": -3321.688000,
  "homo_energy_ev": -8.4162,
  "gap_ev": 8.858
}



# 2
{
  "formula": "C9H11Cl2FSi",
  "method": "wB97M-V/def2-TZVPD",
  "symbols": ["C", "C", "Cl", "C", "Si", "Cl", "H", "H", "H", "H", "H", "H", "F", "C", "C", "C", "C", "C", "C", "H", "H", "H", "H", "H"],
  "coordinates": [[-0.668252, -1.255879, 1.436598], [0.189546, -1.709376, 2.569061], [0.066614, -0.784087, 4.022197], [0.993965, -2.776890, 2.490218], [1.166071, -3.768209, 0.897765], [1.909154, -3.324245, 3.855458], [-1.221720, -0.376661, 1.726747], [-1.393061, -2.028444, 1.219216], [-0.089987, -1.013781, 0.558727], [1.448916, -2.801116, -0.182714], [-0.069832, -4.514437, 0.601604], [2.337962, -4.648323, 1.030341], [0.347409, -0.169623, -1.685549], [-0.022160, 1.129538, -1.689842], [-1.357083, 1.442371, -1.536908], [-1.731697, 2.777761, -1.533855], [-0.775273, 3.772080, -1.683044], [0.561442, 3.431145, -1.834948], [0.947438, 2.099132, -1.838287], [-2.086118, 0.650609, -1.425882], [-2.773403, 3.041246, -1.413529], [-1.071916, 4.811911, -1.680257], [1.308097, 4.204274, -1.952161], [1.983889, 1.811003, -1.950955]],
  "forces_ev_per_angstrom": [[-0.19, 0.14, 0.34], [0.60, -0.48, 0.15], [-0.05, 0.09, 0.14], [-0.36, 0.16, -0.13], [0.30, 0.37, 0.11], [0.09, -0.02, 0.06], [-0.14, 0.29, 0.04], [-0.21, -0.23, -0.32], [0.19, -0.06, -0.34], [-0.12, -0.05, -0.10], [-0.03, -0.06, -0.01], [-0.08, -0.14, 0.05], [0.01, -0.02, -0.03], [-0.04, 0.13, 0.03], [-0.13, -0.12, 0.01], [0.09, 0.04, -0.01], [-0.02, 0.05, 0.00], [-0.10, -0.02, 0.00], [0.17, -0.03, -0.01], [0.02, -0.01, 0.00], [-0.02, -0.01, 0.00], [0.00, 0.01, 0.00], [0.03, 0.01, 0.00], [-0.01, -0.03, 0.00]],
  "mulliken_charge": [-1.16, 0.45, -0.19, 0.05, 0.54, -0.22, 0.45, 0.37, 0.15, -0.16, -0.11, -0.16, -0.34, 0.35, -0.30, -0.34, -0.52, -0.29, -0.51, 0.43, 0.36, 0.37, 0.36, 0.41],
  "max_force_ev_per_a": 0.8,
  "smiles": "C/C(Cl)=C(\\[SiH3])Cl.Fc1ccccc1",
  "total_charge": 0,
  "energy_ha": -1659.250275,
  "homo_energy_ev": -9.1113,
  "gap_ev": 9.891
}



# 3
{
  "formula": "C9H11Cl2NO2",
  "method": "wB97M-V/def2-TZVPD",
  "symbols": ["C", "C", "C", "C", "C", "C", "C", "C", "C", "N", "O", "O", "Cl", "Cl", "H", "H", "H", "H", "H", "H", "H", "H", "H", "H", "H"],
  "coordinates": [[2.142467, -2.571253, 1.079253], [3.026046, -1.702279, 1.862522], [0.972426, -2.067996, 0.593633], [2.854777, -0.369195, 2.084440], [1.771979, 0.283007, 1.155666], [0.493280, -0.700312, 0.826322], [-1.853002, 1.646718, -1.149336], [-0.313863, -0.119352, -0.363097], [-0.754646, 1.267170, -0.162322], [2.383945, 0.745711, -0.132257], [2.115024, 1.873659, -0.457706], [2.960071, -0.118414, -0.703673], [3.689920, 0.649151, 3.229266], [-0.636794, -0.754290, 2.289371], [2.505192, -3.641546, 1.031826], [3.846228, -2.134514, 2.440316], [0.356055, -2.851516, 0.144358], [1.300056, 1.236043, 1.613166], [-1.638836, 0.960800, -2.142667], [-1.746384, 2.743314, -1.264834], [-2.929925, 1.480614, -0.971679], [0.294138, -0.384759, -1.359564], [-1.367590, -0.706162, -0.473453], [-1.126154, 1.512147, 0.851240], [0.076199, 2.055670, -0.542829]],
  "forces_ev_per_angstrom": [[-0.09, 0.74, 0.00], [0.94, 1.54, 1.73], [1.43, -2.99, 0.53], [-1.85, -1.03, -2.03], [-1.89, 1.07, 2.91], [1.05, 1.15, -0.33], [-0.07, -0.95, -2.61], [-0.97, -3.34, -1.00], [0.70, 3.74, -1.48], [-1.68, -0.29, 2.02], [1.04, 0.49, -0.90], [1.48, -0.49, -1.99], [-0.29, -0.65, -0.77], [0.74, 0.14, -0.38], [-0.94, 1.39, -0.35], [-0.27, -0.29, -0.22], [-0.40, 0.76, -0.11], [0.98, -1.64, -0.62], [-0.48, 2.35, 1.93], [-0.26, -0.67, -0.81], [0.55, -0.37, 0.68], [-1.34, 1.02, 2.05], [2.66, 0.62, 0.36], [0.70, -0.32, -0.31], [-1.73, -2.01, 1.72]],
  "mulliken_charge": [-0.47, -0.12, -0.76, -0.39, -0.33, 0.97, -1.28, -0.86, -0.02, 1.11, -0.64, -0.58, -0.18, -0.16, 0.35, 0.40, 0.36, 0.53, 0.25, 0.38, 0.33, 0.32, 0.37, 0.31, 0.11],
  "max_force_ev_per_a": 4.1,
  "smiles": "CCC[C@@]1(Cl)C=CC=C(Cl)[C@H]1[N+](=O)[O-]",
  "total_charge": 0,
  "energy_ha": -1474.973351,
  "homo_energy_ev": -9.0651,
  "gap_ev": 8.687
}